(1)
77
Properties=species:S:1:pos:R:3:lowdin_spin:R:1 method="wB97M-V/def2-TZVPD" s2=2.0316 homo_ha="-0.1400 / -0.1393" multiplicity=3 lumo_energy_ev="2.468 / 2.448" orbital_gap_ev="6.2778 / 6.2385" total_charge=-1
Pr -0.518 0.535 3.391 1.97
Cl -3.047 0.277 2.045 0.00
P -0.133 0.440 -0.521 0.00
C -0.122 1.825 4.748 -0.08
H 0.850 1.496 5.162 -0.01
H -0.835 1.569 5.581 -0.01
C 1.273 -0.507 -1.335 0.00
C -0.030 2.208 -1.146 0.00
C 2.622 0.108 -0.932 0.00
H 1.190 -1.487 -0.825 0.00
C 3.771 -0.838 -1.293 0.00
H 2.769 1.064 -1.459 0.00
H 2.650 0.340 0.143 0.00
C 3.757 -1.208 -2.778 0.00
H 4.719 -0.362 -1.016 0.00
H 3.669 -1.745 -0.683 0.00
C 2.384 -1.694 -3.258 0.00
H 4.056 -0.331 -3.367 0.00
H 4.505 -1.987 -2.968 0.00
C 1.236 -0.762 -2.842 0.00
H 2.383 -1.803 -4.350 0.00
H 2.189 -2.689 -2.833 0.00
H 1.335 0.189 -3.384 0.00
H 0.278 -1.202 -3.150 0.00
C -1.720 -0.276 -1.227 0.00
C 0.523 2.444 -2.549 0.00
H -1.088 2.533 -1.124 0.00
C 0.400 3.927 -2.924 0.00
H 1.583 2.154 -2.582 0.00
H -0.009 1.836 -3.296 0.00
C 1.080 4.850 -1.906 0.00
H 0.833 4.083 -3.920 0.00
H -0.666 4.181 -2.990 0.00
C 0.676 4.550 -0.460 0.00
H 2.170 4.748 -2.000 0.00
H 0.837 5.893 -2.142 0.00
C 0.749 3.056 -0.117 0.00
H 1.312 5.108 0.236 0.00
H -0.357 4.885 -0.297 0.00
H 1.801 2.729 -0.085 0.00
H 0.353 2.889 0.891 0.00
C -1.723 -1.812 -1.139 0.00
H -2.444 0.088 -0.469 0.00
C -3.103 -2.373 -1.505 0.00
H -0.967 -2.229 -1.820 0.00
H -1.457 -2.126 -0.120 0.00
C -3.604 -1.862 -2.861 0.00
H -3.061 -3.469 -1.509 0.00
H -3.808 -2.074 -0.718 0.00
C -3.512 -0.338 -3.000 0.00
H -3.017 -2.333 -3.661 0.00
H -4.644 -2.176 -3.006 0.00
C -2.139 0.224 -2.608 0.00
H -3.743 -0.039 -4.030 0.00
H -4.266 0.128 -2.350 0.00
H -1.393 -0.086 -3.357 0.00
H -2.178 1.322 -2.629 0.00
C 0.494 -1.900 3.680 0.05
C -0.252 -1.234 4.499 0.03
H 1.353 -1.459 3.237 0.00
C -1.805 -1.284 4.836 0.00
H 0.221 -0.472 5.457 0.01
C -1.962 -2.796 5.058 0.00
H -2.021 -0.672 5.740 0.00
H -2.518 -0.928 4.056 0.00
C -1.483 -3.535 3.781 0.00
H -1.313 -3.066 5.903 0.00
H -2.986 -3.058 5.346 0.00
C -0.049 -3.156 3.201 0.01
H -1.478 -4.622 4.002 0.00
H -2.240 -3.323 3.009 0.00
H 0.661 -3.951 3.521 0.00
H -0.117 -3.149 2.097 0.00
O 3.885 1.132 2.154 0.00
C 2.836 1.180 2.705 0.00
O 1.604 1.034 2.231 0.00
H 2.797 1.388 3.827 0.00

(2)
44
Properties=species:S:1:pos:R:3:lowdin_charge:R:1 method="wB97M-V/def2-TZVPD" homo_ha=-0.1720 lumo_energy_ev=2.871 orbital_gap_ev=7.5504 total_charge=-1
Cd -0.228 1.433 -0.180 1.26
O 1.856 -2.945 -2.647 0.03
C 0.884 -2.595 -3.502 -0.29
C 0.580 -3.473 -4.544 -0.03
C -0.396 -3.158 -5.471 -0.11
C -1.091 -1.957 -5.381 -0.11
C -0.804 -1.089 -4.343 -0.03
C 0.169 -1.387 -3.392 -0.08
C 0.393 -0.410 -2.287 -0.47
O -0.382 0.597 -2.202 -0.17
N 1.399 -0.697 -1.469 0.01
N 1.551 0.231 -0.463 -0.10
C 2.632 0.215 0.218 -0.10
C 2.948 1.164 1.259 -0.16
C 4.106 0.925 2.018 -0.08
C 4.512 1.759 3.032 -0.14
C 3.742 2.893 3.319 -0.12
C 2.616 3.173 2.587 -0.04
C 2.168 2.344 1.519 -0.40
O 1.122 2.707 0.857 -0.23
H 1.967 -2.164 -2.028 0.06
H 1.135 -4.400 -4.609 0.11
H -0.615 -3.858 -6.269 0.09
H -1.852 -1.709 -6.109 0.09
H -1.332 -0.152 -4.231 0.11
H 3.374 -0.556 -0.006 0.12
H 4.696 0.043 1.787 0.10
H 5.411 1.549 3.598 0.08
H 4.035 3.553 4.127 0.09
H 2.015 4.050 2.795 0.10
F -5.589 1.462 0.990 0.12
C -4.979 1.447 2.189 -0.60
F -4.779 2.726 2.557 0.12
F -5.891 0.942 3.068 0.09
C -3.724 0.630 2.201 -0.14
C -3.632 -0.455 3.048 -0.02
C -2.473 -1.220 3.074 -0.08
C -1.445 -0.852 2.229 -0.15
N -1.513 0.186 1.406 -0.06
C -2.628 0.962 1.357 -0.76
S -2.595 2.276 0.273 0.56
H -4.466 -0.705 3.691 0.12
H -2.381 -2.073 3.730 0.09
H -0.515 -1.410 2.204 0.11

(3)
73
Properties=species:S:1:pos:R:3:lowdin_spin:R:1 method="wB97M-V/def2-TZVPD" s2=0.8753 homo_ha="-0.6158 / -0.6179" multiplicity=2 lumo_energy_ev="-10.831 / -10.014" orbital_gap_ev="5.9266 / 6.8006" total_charge=+3
V 0.072 1.127 0.611 1.33
C -1.839 -0.199 -2.460 0.00
N -0.967 -0.082 -1.262 -0.02
P -1.364 -0.721 0.267 -0.05
C -2.083 -2.327 0.331 -0.01
C -3.372 -2.482 -0.203 0.00
C -3.971 -3.727 -0.166 0.00
C -3.305 -4.802 0.417 0.00
C -2.039 -4.643 0.968 0.00
C -1.420 -3.406 0.926 0.00
C -2.483 0.500 0.944 -0.01
C -2.379 1.850 0.552 0.00
C -3.032 2.844 1.292 0.01
C -3.768 2.497 2.407 -0.01
C -3.875 1.155 2.794 0.00
C -3.223 0.164 2.089 0.00
P 0.759 -0.190 -1.276 -0.09
C 1.223 -1.731 -2.009 -0.01
C 1.256 -2.911 -1.262 0.00
C 1.501 -4.111 -1.900 0.00
C 1.731 -4.133 -3.273 0.00
C 1.720 -2.959 -4.011 0.00
C 1.467 -1.746 -3.387 0.00
C 1.343 1.183 -2.242 -0.01
C 2.698 1.234 -2.593 -0.01
C 3.186 2.333 -3.280 0.00
C 2.334 3.382 -3.613 -0.01
C 0.990 3.340 -3.261 0.00
C 0.491 2.247 -2.570 -0.01
H -2.090 -1.249 -2.608 0.00
H -1.304 0.169 -3.332 0.00
H -2.747 0.388 -2.325 0.00
H -3.906 -1.642 -0.633 0.00
H -4.960 -3.862 -0.581 0.00
H -3.786 -5.771 0.452 0.00
H -1.539 -5.484 1.430 0.00
H -0.436 -3.285 1.360 0.00
H -1.951 2.126 -0.411 0.01
H -2.989 3.874 0.964 0.00
H -4.287 3.261 2.970 0.00
H -4.483 0.894 3.650 0.00
H -3.304 -0.869 2.402 0.00
H 1.144 -2.883 -0.187 0.00
H 1.538 -5.030 -1.330 0.00
H 1.934 -5.074 -3.767 0.00
H 1.917 -2.981 -5.074 0.00
H 1.455 -0.837 -3.974 0.00
H 3.361 0.409 -2.357 0.00
H 4.229 2.369 -3.564 0.00
H 2.718 4.229 -4.166 0.00
H 0.329 4.148 -3.544 0.00
H -0.568 2.211 -2.339 0.00
N 2.937 3.920 0.511 0.01
C 2.744 2.614 0.592 0.00
O 1.447 2.224 0.625 -0.04
C 3.728 1.650 0.622 -0.02
C 3.274 0.313 0.585 0.00
N 2.627 -0.639 0.475 -0.01
C 5.092 2.044 0.545 0.00
N 6.176 2.427 0.521 -0.01
H 2.165 4.565 0.508 0.00
H 3.877 4.293 0.485 0.00
Br 0.620 3.382 5.734 0.00
C 0.453 1.806 4.760 0.00
C 0.435 0.562 5.381 0.01
C 0.316 -0.574 4.594 0.00
C 0.218 -0.446 3.226 0.00
N 0.230 0.758 2.623 -0.01
C 0.357 1.866 3.384 0.00
H 0.525 0.487 6.457 0.00
H 0.311 -1.559 5.040 0.00
H 0.156 -1.313 2.586 0.00
H 0.389 2.823 2.881 0.00

(4)
65
Properties=species:S:1:pos:R:3:lowdin_charge:R:1 method="wB97M-V/def2-TZVPD" homo_ha=-0.0193 lumo_energy_ev=3.724 orbital_gap_ev=4.2489 total_charge=-2
Sr -1.076 -1.220 3.114 1.23
N -1.224 2.096 6.901 -0.01
C -0.999 1.242 5.794 -0.95
S -1.872 -0.262 5.831 0.39
N -0.161 1.729 4.939 -0.04
N 0.117 0.882 3.847 -0.09
C 0.967 1.381 2.987 -0.23
C 1.600 2.731 3.203 -0.18
C 0.817 3.885 3.217 -0.04
C 1.396 5.130 3.385 -0.10
C 2.775 5.244 3.559 -0.13
C 3.557 4.102 3.559 -0.10
C 2.969 2.851 3.378 -0.04
C 1.364 0.711 1.787 -0.19
C 2.277 1.210 0.839 -0.09
C 2.889 0.365 -0.061 -0.13
C 2.729 -1.052 0.180 -0.12
C 1.755 -1.518 0.976 -0.09
N 0.731 -0.559 1.394 -0.04
H -2.128 1.930 7.317 0.02
H -1.073 3.064 6.649 0.05
H -0.253 3.786 3.097 0.11
H 0.771 6.015 3.391 0.09
H 3.229 6.219 3.694 0.08
H 4.630 4.173 3.695 0.09
H 3.576 1.955 3.379 0.12
H 2.552 2.258 0.869 0.11
H 3.595 0.733 -0.793 0.06
H 3.469 -1.761 -0.181 0.09
H 1.652 -2.544 1.301 0.10
C -1.956 -1.540 -6.298 -0.06
C -0.720 -1.968 -5.497 -0.57
C 0.534 -1.642 -6.319 -0.06
C -0.779 -3.481 -5.297 -0.08
C -0.676 -1.215 -4.161 -0.18
C -0.585 0.176 -4.170 -0.05
C -0.481 0.933 -2.999 0.02
C -0.469 0.249 -1.808 -0.19
O -0.332 0.733 -0.551 0.21
B -0.267 -0.410 0.283 -0.73
O -0.545 -1.569 -0.495 0.15
C -0.584 -1.135 -1.783 -0.18
C -0.680 -1.888 -2.929 0.06
H -1.978 -2.046 -7.269 0.08
H -1.959 -0.464 -6.475 0.07
H -2.876 -1.788 -5.763 0.09
H 0.556 -2.244 -7.233 0.08
H 1.443 -1.847 -5.749 0.09
H 0.557 -0.589 -6.605 0.07
H -0.794 -3.977 -6.271 0.08
H -1.677 -3.782 -4.753 0.08
H 0.087 -3.854 -4.746 0.09
H -0.586 0.699 -5.120 0.10
H -0.394 2.011 -3.021 0.12
H -0.755 -2.963 -2.852 0.12
F -4.343 -3.227 0.751 0.14
C -3.249 -2.517 0.471 -0.67
F -2.191 -3.199 0.918 0.13
F -3.199 -2.369 -0.839 0.17
S -3.346 -0.930 1.405 0.56
O -4.445 -0.225 0.828 -0.25
O -2.042 -0.148 1.286 -0.40
O -3.461 -1.455 2.765 -0.42
N 1.097 -3.993 4.731 -0.19
C 0.460 -3.110 4.318 -0.46

(5)
18
Properties=species:S:1:pos:R:3:lowdin_charge:R:1 method="wB97M-V/def2-TZVPD" homo_ha=-0.1679 lumo_energy_ev=3.034 orbital_gap_ev=7.6014 total_charge=-1
C 1.976 -0.456 0.705 -0.12
C 1.689 0.245 -0.636 -0.48
F 2.568 1.381 -0.657 -0.12
C 0.255 0.788 -0.820 -0.38
Nb -1.471 -0.609 -0.281 1.02
N -2.344 1.012 0.875 -0.31
H 1.526 -1.462 0.691 0.03
H 1.457 0.086 1.511 0.06
H 3.056 -0.556 0.887 0.06
H 2.031 -0.389 -1.467 0.11
H 0.187 1.737 -0.253 0.03
H 0.136 1.071 -1.888 0.02
H -0.743 -1.199 1.282 -0.17
H -2.903 -1.714 0.069 -0.22
H -2.398 -0.022 -1.764 -0.19
H -0.748 -2.004 -1.205 -0.20
H -1.524 1.499 1.239 -0.08
H -2.751 0.592 1.712 -0.08

Largest force on an atom readings, ordered: 0.1663 0.0251 0.0142 0.0779 0.0745 hartree/bohr